No. 1
{"formula": "C24H20CrF3N6O3S3", "method": "wB97M-V/def2-TZVPD", "multiplicity": 2, "lumo_ev": [-0.979, -0.708], "symbols": ["Cr", "N", "C", "S", "N", "N", "C", "C", "C", "C", "C", "C", "C", "O", "H", "H", "H", "H", "H", "H", "H", "O", "C", "C", "C", "C", "C", "C", "C", "O", "N", "N", "C", "S", "C", "C", "S", "H", "H", "H", "H", "H", "H", "H", "H", "H", "F", "C", "F", "F", "C", "C", "C", "N", "C", "C", "H", "H", "H", "H"], "positions_angstrom": [[-0.475, 0.012, -0.119], [2.459, 0.958, -3.239], [1.679, 0.527, -2.213], [0.232, 1.450, -1.886], [2.060, -0.507, -1.546], [1.250, -0.899, -0.504], [1.654, -1.992, 0.057], [1.034, -2.695, 1.139], [1.656, -3.858, 1.624], [1.120, -4.585, 2.659], [-0.078, -4.161, 3.241], [-0.715, -3.031, 2.788], [-0.185, -2.270, 1.729], [-0.815, -1.199, 1.322], [2.057, 1.619, -3.877], [3.173, 0.336, -3.578], [2.568, -2.414, -0.351], [2.578, -4.184, 1.156], [1.612, -5.478, 3.019], [-0.512, -4.731, 4.053], [-1.653, -2.700, 3.218], [-1.574, -3.941, -1.424], [-2.860, -3.696, -1.741], [-3.678, -4.780, -2.058], [-4.992, -4.578, -2.431], [-5.524, -3.293, -2.493], [-4.734, -2.216, -2.145], [-3.408, -2.402, -1.757], [-2.603, -1.263, -1.279], [-1.306, -1.337, -1.310], [-3.240, -0.220, -0.817], [-2.381, 0.771, -0.345], [-2.854, 1.949, -0.595], [-2.199, 3.441, 0.012], [-2.959, 4.422, -1.319], [-4.361, 3.898, -1.525], [-4.299, 2.070, -1.576], [-1.122, -3.080, -1.326], [-3.248, -5.772, -2.016], [-5.610, -5.430, -2.684], [-6.547, -3.138, -2.811], [-5.121, -1.206, -2.160], [-2.341, 4.295, -2.207], [-2.951, 5.466, -1.007], [-4.767, 4.228, -2.480], [-5.028, 4.200, -0.719], [0.538, 5.815, 3.388], [0.133, 4.697, 4.012], [-1.093, 4.926, 4.510], [0.958, 4.499, 5.056], [0.132, 3.520, 3.082], [1.005, 3.454, 2.010], [0.926, 2.375, 1.152], [0.029, 1.390, 1.288], [-0.769, 1.435, 2.370], [-0.755, 2.471, 3.279], [1.730, 4.235, 1.830], [1.592, 2.298, 0.306], [-1.446, 0.602, 2.491], [-1.436, 2.463, 4.118]]}



No. 2
{"formula": "C24H20F3FeNO9S", "method": "wB97M-V/def2-TZVPD", "total_charge": -2, "de_lowest_kcal_mol": 23.6, "multiplicity": 5, "lumo_ev": [4.326, 4.326], "symbols": ["Fe", "O", "C", "C", "C", "N", "C", "C", "C", "O", "O", "C", "O", "O", "H", "H", "H", "C", "C", "C", "O", "C", "O", "O", "H", "H", "H", "H", "H", "H", "H", "O", "S", "C", "C", "C", "C", "C", "C", "C", "C", "C", "C", "C", "C", "H", "H", "H", "H", "H", "H", "H", "H", "H", "H", "F", "C", "F", "F"], "positions_angstrom": [[0.589, -0.709, 0.038], [3.050, 2.549, -4.598], [2.332, 1.895, -3.631], [1.512, 2.582, -2.751], [0.815, 1.867, -1.795], [0.944, 0.543, -1.679], [1.715, -0.118, -2.553], [2.420, 0.518, -3.556], [1.743, -1.644, -2.404], [2.224, -2.288, -3.334], [1.238, -2.081, -1.324], [-0.199, 2.594, -0.891], [-0.142, 3.831, -0.897], [-0.989, 1.848, -0.253], [2.899, 3.492, -4.484], [1.373, 3.656, -2.785], [3.019, -0.066, -4.239], [-3.260, -2.399, -0.576], [-2.713, -1.090, -0.019], [-3.825, -0.067, 0.192], [-1.779, -0.611, -0.972], [-2.036, -1.413, 1.340], [-2.758, -1.723, 2.290], [-0.761, -1.364, 1.367], [-3.787, -2.204, -1.513], [-3.939, -2.858, 0.142], [-2.434, -3.082, -0.779], [-4.364, 0.084, -0.747], [-3.396, 0.889, 0.500], [-4.511, -0.413, 0.964], [-1.562, 0.333, -0.771], [1.180, 0.712, 1.538], [1.969, 1.282, 2.659], [1.797, 0.150, 4.040], [2.790, 0.124, 5.004], [2.649, -0.726, 6.093], [1.533, -1.548, 6.185], [0.566, -1.532, 5.188], [0.689, -0.680, 4.101], [0.900, 2.564, 3.352], [-0.274, 2.880, 2.691], [-1.070, 3.899, 3.201], [-0.694, 4.583, 4.347], [0.495, 4.261, 4.992], [1.300, 3.253, 4.490], [3.678, 0.733, 4.884], [3.421, -0.765, 6.852], [1.430, -2.222, 7.027], [-0.291, -2.193, 5.241], [-0.035, -0.694, 3.293], [-0.538, 2.362, 1.775], [-1.984, 4.161, 2.683], [-1.323, 5.376, 4.736], [0.795, 4.798, 5.884], [2.228, 2.993, 4.987], [2.521, -1.891, 1.384], [3.800, -1.402, 0.980], [3.370, -0.469, -0.014], [4.042, -0.477, 2.063]]}



No. 3
{"formula": "C24H20F3IrO6S2", "method": "wB97M-V/def2-TZVPD", "total_charge": 1, "de_lowest_kcal_mol": 78.8, "multiplicity": 2, "lumo_ev": [-6.123, -6.366], "symbols": ["Ir", "C", "C", "C", "C", "C", "C", "C", "C", "C", "H", "H", "H", "H", "H", "H", "H", "H", "H", "H", "H", "H", "O", "S", "O", "O", "C", "C", "C", "C", "C", "C", "S", "O", "O", "O", "H", "H", "H", "H", "F", "C", "F", "F", "C", "C", "C", "C", "C", "C", "C", "C", "H", "H", "H", "H"], "positions_angstrom": [[-0.210, 0.202, -0.887], [4.400, -1.311, -0.413], [3.004, -1.871, -0.409], [2.240, -1.874, 0.756], [0.955, -2.416, 0.779], [0.229, -2.633, 2.070], [0.405, -2.886, -0.430], [1.160, -2.892, -1.609], [0.641, -3.526, -2.874], [2.453, -2.398, -1.571], [5.135, -2.117, -0.375], [4.571, -0.661, 0.444], [4.584, -0.742, -1.323], [2.673, -1.499, 1.677], [0.361, -3.668, 2.393], [-0.842, -2.463, 1.969], [0.628, -1.993, 2.854], [-0.571, -3.362, -0.436], [1.135, -4.487, -3.028], [0.854, -2.910, -3.745], [-0.433, -3.703, -2.826], [3.061, -2.445, -2.468], [1.730, -0.547, -4.322], [1.006, 0.185, -3.351], [-0.354, -0.354, -2.997], [1.634, 0.261, -1.985], [0.846, 1.853, -3.926], [1.385, 2.089, -5.177], [1.335, 3.364, -5.736], [0.743, 4.399, -5.051], [0.192, 4.178, -3.791], [0.240, 2.921, -3.219], [-0.497, 2.794, -1.619], [-1.024, 4.053, -1.251], [-1.494, 1.650, -1.691], [0.527, 2.201, -0.679], [1.841, 1.270, -5.714], [1.763, 3.531, -6.715], [0.703, 5.390, -5.483], [-0.281, 4.982, -3.246], [-5.247, 0.412, 6.949], [-3.980, 0.850, 6.942], [-3.329, 0.252, 7.942], [-4.004, 2.167, 7.190], [-3.333, 0.580, 5.599], [-3.916, 1.153, 4.469], [-3.339, 0.963, 3.238], [-2.167, 0.179, 3.127], [-1.605, -0.410, 4.279], [-2.188, -0.202, 5.511], [-1.549, 0.055, 1.883], [-1.011, -0.067, 0.769], [-4.813, 1.749, 4.570], [-3.765, 1.404, 2.348], [-0.712, -1.007, 4.185], [-1.765, -0.642, 6.402]]}



No. 4
{"formula": "C24H20F6IO3P2STi", "method": "wB97M-V/def2-TZVPD", "de_lowest_kcal_mol": 86.1, "multiplicity": 2, "lumo_ev": [-0.740, -1.967], "symbols": ["Ti", "C", "C", "C", "C", "C", "C", "H", "H", "H", "H", "H", "H", "O", "S", "O", "O", "C", "C", "C", "C", "C", "C", "P", "C", "C", "C", "C", "C", "C", "C", "C", "C", "C", "C", "C", "H", "H", "H", "H", "H", "H", "H", "H", "H", "H", "H", "H", "H", "H", "I", "F", "P", "F", "F", "F", "F", "F"], "positions_angstrom": [[-2.243, -0.036, -1.072], [-3.779, 0.300, 1.840], [-4.290, -0.338, 0.709], [-5.096, 0.370, -0.188], [-5.393, 1.702, 0.053], [-4.885, 2.326, 1.180], [-4.077, 1.630, 2.072], [-3.136, -0.246, 2.517], [-4.118, -1.399, 0.571], [-5.493, -0.125, -1.065], [-6.000, 2.254, -0.652], [-5.109, 3.369, 1.364], [-3.673, 2.132, 2.941], [-2.656, 1.596, -1.343], [-0.893, 1.998, -0.813], [-0.451, 0.833, -1.754], [-1.278, 1.108, 0.421], [0.819, 2.389, -0.122], [1.153, 3.734, -0.105], [2.378, 4.150, 0.403], [3.269, 3.213, 0.901], [2.940, 1.863, 0.884], [1.721, 1.446, 0.359], [1.357, -0.334, 0.280], [2.371, -1.030, -1.048], [1.753, -1.475, -2.212], [2.518, -1.975, -3.255], [3.899, -2.031, -3.140], [4.521, -1.589, -1.978], [3.761, -1.089, -0.934], [1.982, -0.995, 1.844], [2.545, -2.267, 1.910], [2.882, -2.815, 3.138], [2.647, -2.104, 4.307], [2.072, -0.842, 4.247], [1.735, -0.289, 3.022], [0.441, 4.457, -0.488], [2.633, 5.201, 0.414], [4.222, 3.526, 1.308], [3.636, 1.143, 1.298], [0.678, -1.421, -2.309], [2.031, -2.319, -4.158], [4.495, -2.419, -3.956], [5.598, -1.635, -1.885], [4.250, -0.760, -0.025], [2.718, -2.832, 1.002], [3.325, -3.802, 3.181], [2.906, -2.536, 5.265], [1.881, -0.287, 5.156], [1.277, 0.691, 2.979], [-0.969, -2.137, 0.330], [-3.639, 0.053, -3.209], [-3.316, -1.510, -3.440], [-2.879, -3.020, -3.456], [-2.862, -1.253, -4.916], [-1.747, -1.105, -2.855], [-3.608, -1.644, -1.753], [-4.821, -1.823, -3.763]]}



> multiplicity of number 2 (C24H20F3FeNO9S)?

5



> Among the records above, which one has the highest multiplicity?

C24H20F3FeNO9S



> Which formula does entry 4 have?

C24H20F6IO3P2STi